19
Properties=species:S:1:pos:R:3 method="wB97M-V/def2-TZVPD" smiles="CN(N)CO.C=C" homo_lumo_gap_ev=10.0134
C 0.925 -0.364 -1.128
N 0.649 0.105 0.223
N 1.403 -0.569 1.224
C -2.404 -0.525 0.413
C -2.951 -1.076 -0.651
H 0.975 -1.476 1.381
H 2.373 -0.700 0.923
H -2.997 -0.232 1.268
H 0.257 0.154 -1.813
H 1.963 -0.179 -1.433
H 0.709 -1.431 -1.174
H -2.361 -1.399 -1.496
H -4.011 -1.277 -0.723
C 0.909 1.590 0.371
O 2.249 1.979 0.217
H 2.743 1.662 0.981
H 0.526 1.871 1.360
H 0.340 2.099 -0.408
H -1.298 -0.233 0.465

***

56
Properties=species:S:1:pos:R:3 method="wB97M-V/def2-TZVPD" homo_lumo_gap_ev="4.5344 / 4.2447"
O -0.076 -1.460 -4.278
H -0.904 -1.840 -4.703
Be -0.786 0.181 -0.747
N 0.754 -0.676 -1.368
N -1.277 -1.492 -0.172
N 0.064 1.766 -0.814
N -1.787 0.990 0.517
O 1.928 -0.282 -1.646
O 1.144 2.092 -1.539
O -2.777 0.443 1.218
O -2.223 -1.902 0.590
C -0.638 -2.443 -0.891
C 0.513 -1.990 -1.548
C -0.464 2.758 -0.097
C -1.571 2.302 0.655
C 1.495 -2.845 -2.232
H 1.653 -2.498 -3.261
H 1.089 -3.864 -2.262
H 2.455 -2.875 -1.683
C -1.147 -3.831 -0.896
H -2.139 -3.856 -1.378
H -1.236 -4.198 0.140
H -0.471 -4.488 -1.464
C 0.084 4.157 -0.026
C -2.368 3.172 1.563
H 0.733 4.375 -0.881
H 0.655 4.303 0.906
H -0.757 4.865 -0.012
H -2.944 2.523 2.231
H -3.049 3.800 0.967
H -1.698 3.825 2.144
H 1.642 1.149 -1.622
H -2.630 -0.580 1.028
C -1.858 0.297 -2.161
H -1.287 -0.136 -2.988
H -2.146 1.331 -2.401
H -2.776 -0.275 -1.983
O 1.497 0.795 -4.531
H 1.128 -0.114 -4.674
H 0.732 1.240 -4.126
C 2.435 1.764 2.424
O 1.074 1.320 2.334
P 0.563 0.014 1.567
O -0.446 -0.704 2.570
C -0.395 -0.717 4.000
O 1.788 -0.992 1.375
C 2.232 -2.025 2.263
H 2.397 2.820 2.698
H 2.963 1.686 1.459
H 2.945 1.217 3.235
H 0.533 -0.321 4.415
H -1.251 -0.151 4.378
H -0.458 -1.761 4.299
H 3.043 -1.601 2.890
H 1.414 -2.425 2.878
H 2.604 -2.844 1.637

***

The calculation returns the following maximum force values, one per record and in order: 2.082, 3.283 eV/A.